ORCA calculation (ωB97M-V with the def2-TZVPD basis set) on a cluster of 2 separate species, C3H8O in total in a non-equilibrium geometry.

Geometry as ORCA input:
```
! wB97M-V def2-TZVPD RIJCOSX def2/J DEFGRID3
* xyz 0 1
C -0.58 -0.79 0.79
C -0.96 0.85 -0.96
C 0.89 -0.49 0.08
O -0.58 1.96 -0.36
H -1.51 -0.94 0.22
H -0.33 -1.77 1.15
H -0.91 -0.24 1.69
H -0.23 0.66 -1.77
H 1.07 -1.36 -0.56
H 1.33 0.35 -0.50
H 1.56 -0.55 0.93
H 0.25 2.31 -0.71
*
```

## Properties
Energy above the lowest of the compared OMol25 structures with the same formula, charge and spin in kJ/mol: 463.3
HOMO-LUMO gap in eV: 8.78
Highest occupied orbital energy in hartree: -0.299
E_tot in eV: -5283.349

Atomic partial charges in e from the Mulliken method, atoms 1 to 5: -1.053 -0.412 -0.786 -0.266 0.428